DFT (ωB97M-V/def2-TZVPD) results for a 2-piece molecular cluster, C4H8N3O overall in a non-equilibrium geometry.

Each line ends with the Löwdin charge.
Geometry (Å):
C1 0.39 3.46 1.80  -0.260
C2 0.50 1.84 0.13  -0.211
C3 -0.90 -2.71 0.10  -0.036
C4 0.37 -1.93 -1.81  0.154
N1 0.70 3.12 0.43  0.112
N2 0.12 0.81 -0.24  0.193
N3 -0.30 -1.82 -0.77  -0.066
O1 0.47 2.63 2.63  0.109
H1 0.08 4.50 2.02  0.153
H2 -0.17 -3.09 0.86  0.139
H3 -1.74 -2.21 0.61  0.124
H4 -1.14 -3.63 -0.47  0.122
H5 0.50 -2.91 -2.31  0.138
H6 0.81 -1.09 -2.36  0.122
H7 0.82 3.89 -0.17  0.134
H8 -0.50 -0.86 -0.43  0.074

## Properties
electronic energy: -10787.27798 eV
E_HOMO: -0.5281 hartree
charge: +1
molar mass: 114.1 g/mol
2S+1: 1
energy relative to the best compared isomer or geometry (same formula, charge and spin): 69.71 kcal per mole